1.
Density functional theory data (ωB97M-V with the def2-TZVPD basis set) for a structure of composition C4H3FO6Pt at a distorted geometry.

Element x y z (Å)
Pt: 0.872 0.989 0.559
F: -0.973 -1.086 -2.241
O: 2.472 0.646 0.345
O: -0.171 -0.174 -0.439
O: -0.037 2.549 0.176
O: -1.850 3.694 0.360
O: 4.434 0.434 -0.689
O: -1.899 2.045 -1.036
C: -1.347 1.210 -2.050
C: -0.633 -0.027 -1.551
C: 3.232 0.277 -0.618
C: -1.193 2.731 -0.193
H: -2.190 0.926 -2.687
H: -0.620 1.779 -2.653
H: 2.614 -0.144 -1.556

Computed properties:
E_LUMO (spin up / spin down)   -5.5 / -8.9 eV
Max |F|   11.999 eV/A
Energy relative to the best compared isomer or geometry (same formula, charge and spin)   44.41 kcal per mole
Charge   +1
Energy   -824.248234 Ha
Spin multiplicity   4

2.
Density functional theory data (ωB97M-V with the def2-TZVPD basis set) for a cluster of 2 separate species, C4H3FOS in total at a distorted geometry.

Element x y z (Å)
S: 2.358 0.795 -1.835
F: 3.174 1.723 -0.757
O: -0.711 0.796 -0.740
C: -1.629 0.145 0.005
C: 0.449 0.294 -0.372
C: -1.026 -0.774 0.810
C: 0.371 -0.697 0.540
H: -1.495 -1.445 1.499
H: 1.166 -1.261 0.977
H: -2.656 0.424 -0.126

Computed properties:
E_LUMO   -1.1 eV
Max |F|   4.421 eV/A
Energy relative to the best compared isomer or geometry (same formula, charge and spin)   59.16 kcal per mole
Energy   -727.369878 Ha
Spin multiplicity   1

3.
Density functional theory data (ωB97M-V with the def2-TZVPD basis set) for the molecule C4H3FS2 at a distorted geometry.

Element x y z (Å)
S: 2.133 -0.584 0.357
S: -1.997 -1.066 -0.025
F: 0.726 1.548 -0.924
C: 0.696 -1.222 -0.185
C: -0.543 -0.373 -0.250
C: -0.950 2.132 0.720
C: -0.370 1.134 -0.117
H: -1.623 1.810 1.679
H: -0.536 3.134 0.573
H: 0.436 -2.490 -0.245

Computed properties:
E_LUMO   -2.2 eV
Max |F|   4.391 eV/A
Energy relative to the best compared isomer or geometry (same formula, charge and spin)   67.88 kcal per mole
SMILES   C=C(F)C(=S)C=S
Energy   -1050.324601 Ha
Spin multiplicity   1

4.
Density functional theory data (ωB97M-V with the def2-TZVPD basis set) for a structure of composition C4H3GdLiO at a distorted geometry.

Element x y z (Å)
Gd: 1.088 -0.558 -0.564
O: -1.195 -0.209 -2.141
C: -2.437 1.868 0.620
C: -1.819 -0.107 -1.043
C: -3.246 1.419 -0.459
C: -0.892 0.320 0.437
Li: -0.468 1.677 -2.240
H: -4.257 1.038 -0.260
H: -2.950 1.974 1.599
H: -1.078 0.159 1.507

Computed properties:
E_LUMO (spin up / spin down)   -4.5 / -5.3 eV
Max |F|   6.988 eV/A
Charge   +1
Energy   -1001.932577 Ha
Spin multiplicity   8

5.
Density functional theory data (ωB97M-V with the def2-TZVPD basis set) for a structure of composition C4H3I at a distorted geometry.

Element x y z (Å)
I: 3.512 0.066 0.005
C: 1.618 -0.814 -0.008
C: 0.458 -0.008 -0.012
C: -1.495 0.304 -0.018
C: -2.666 0.515 0.018
H: 0.659 1.055 -0.062
H: -3.687 0.770 0.031
H: 1.600 -1.888 0.045

Computed properties:
E_LUMO   -0.3 eV
Max |F|   6.226 eV/A
Energy relative to the best compared isomer or geometry (same formula, charge and spin)   78.69 kcal per mole
Energy   -451.689101 Ha
Spin multiplicity   1

6.
Density functional theory data (ωB97M-V with the def2-TZVPD basis set) for the molecule C4H3I at a distorted geometry.

Element x y z (Å)
I: -2.908 -0.186 0.015
C: 1.369 0.196 -0.103
C: -0.870 0.130 0.466
C: 0.140 -0.494 -0.307
C: 0.516 1.233 -0.109
H: 2.312 -0.008 -0.307
H: -0.808 0.309 1.584
H: 0.248 -1.180 -1.238

Computed properties:
E_LUMO   0.3 eV
Max |F|   5.484 eV/A
Energy relative to the best compared isomer or geometry (same formula, charge and spin)   65.76 kcal per mole
SMILES   I[C@@H]1C2=C[C@H]21
Energy   -451.709707 Ha
Spin multiplicity   1

7.
Density functional theory data (ωB97M-V with the def2-TZVPD basis set) for a structure of composition C4H3IN2 at a distorted geometry.

Element x y z (Å)
I: 2.553 0.420 -0.668
N: 0.150 2.044 1.924
N: 0.446 -2.368 1.076
C: -0.024 0.021 0.347
C: -0.723 -0.004 -0.975
C: 0.209 -1.288 0.829
C: 0.038 1.131 1.208
H: -0.588 0.963 -1.399
H: -1.785 -0.159 -0.897
H: -0.276 -0.759 -1.445

Computed properties:
E_LUMO (spin up / spin down)   -3.3 / -3.3 eV
Max |F|   4.134 eV/A
Energy relative to the best compared isomer or geometry (same formula, charge and spin)   31.34 kcal per mole
Energy   -561.331487 Ha
Spin multiplicity   1

8.
Density functional theory data (ωB97M-V with the def2-TZVPD basis set) for a structure of composition C4H3LaLiO at a distorted geometry.

Element x y z (Å)
La: -1.014 1.924 0.887
O: 1.158 1.656 0.771
C: -2.238 -0.224 -2.911
C: 0.013 -0.472 0.565
C: -1.177 -0.777 -2.529
C: 1.335 0.264 0.620
Li: -2.149 -0.712 0.888
H: 1.918 0.053 -0.310
H: 1.968 -0.146 1.443
H: 0.186 -1.564 0.576

Computed properties:
E_LUMO (spin up / spin down)   -1.2 / -1.6 eV
Max |F|   1.997 eV/A
Energy   -268.162167 Ha
Spin multiplicity   2

Copy entry 7 word for word.
Density functional theory data (ωB97M-V with the def2-TZVPD basis set) for a structure of composition C4H3IN2 at a distorted geometry.

Element x y z (Å)
I: 2.553 0.420 -0.668
N: 0.150 2.044 1.924
N: 0.446 -2.368 1.076
C: -0.024 0.021 0.347
C: -0.723 -0.004 -0.975
C: 0.209 -1.288 0.829
C: 0.038 1.131 1.208
H: -0.588 0.963 -1.399
H: -1.785 -0.159 -0.897
H: -0.276 -0.759 -1.445

Computed properties:
E_LUMO (spin up / spin down)   -3.3 / -3.3 eV
Max |F|   4.134 eV/A
Energy relative to the best compared isomer or geometry (same formula, charge and spin)   31.34 kcal per mole
Energy   -561.331487 Ha
Spin multiplicity   1

Repeat the second record exactly.
Density functional theory data (ωB97M-V with the def2-TZVPD basis set) for a cluster of 2 separate species, C4H3FOS in total at a distorted geometry.

Element x y z (Å)
S: 2.358 0.795 -1.835
F: 3.174 1.723 -0.757
O: -0.711 0.796 -0.740
C: -1.629 0.145 0.005
C: 0.449 0.294 -0.372
C: -1.026 -0.774 0.810
C: 0.371 -0.697 0.540
H: -1.495 -1.445 1.499
H: 1.166 -1.261 0.977
H: -2.656 0.424 -0.126

Computed properties:
E_LUMO   -1.1 eV
Max |F|   4.421 eV/A
Energy relative to the best compared isomer or geometry (same formula, charge and spin)   59.16 kcal per mole
Energy   -727.369878 Ha
Spin multiplicity   1

- Look up the spin multiplicity of the seventh one.
  1

- What is the formula in the fifth record?
  C4H3I